13 unconnected molecules or ions with the total composition C43H118N14O19 at a distorted geometry, computed with ωB97M-V with the def2-TZVPD basis set.

The geometry in XYZ format:
```
194
Properties=species:S:1:pos:R:3
C 2.14027 -2.92293 -4.62894
O 3.01704 -1.81509 -4.77673
C 3.27249 -1.61212 -6.19322
C 4.79424 -1.47144 -6.42353
N 5.00254 -1.23888 -7.83415
C 6.41687 -0.91686 -8.12468
C 7.27423 -2.22384 -8.35295
O 6.93007 -2.80390 -9.57129
C 7.57661 -4.04799 -9.71242
H 1.99550 -3.05174 -3.55630
H 2.54073 -3.84728 -5.04523
H 1.14755 -2.73540 -5.03814
H 2.75537 -0.74973 -6.61391
H 2.89989 -2.42270 -6.81951
H 5.28016 -2.39789 -6.11748
H 5.17024 -0.61285 -5.86716
H 4.78856 -2.07807 -8.35383
H 6.94605 -0.36131 -7.35045
H 6.51296 -0.22666 -8.96282
H 7.02703 -2.91762 -7.54941
H 8.29324 -1.83885 -8.31413
H 7.08986 -4.81223 -9.10652
H 8.63359 -4.01293 -9.44849
H 7.53877 -4.38709 -10.74764
C 8.43737 -4.92923 -2.32564
O 7.42620 -3.89328 -2.46633
C 8.00225 -2.74232 -3.01598
C 7.01919 -1.54538 -2.79105
N 7.57810 -0.33112 -3.43333
C 6.63820 0.72139 -3.20976
C 7.05978 1.87788 -4.08787
O 6.79178 1.56109 -5.49658
C 7.26836 2.62926 -6.28998
H 7.88847 -5.86171 -2.19417
H 8.98650 -4.63950 -1.42975
H 9.15409 -5.00646 -3.14322
H 8.20588 -2.91099 -4.07342
H 8.93228 -2.47270 -2.51554
H 7.06585 -1.31938 -1.72576
H 6.00387 -1.78581 -3.10637
H 7.64667 -0.54110 -4.41888
H 6.63989 1.14627 -2.20599
H 5.62116 0.46434 -3.50583
H 8.09677 2.20404 -4.00809
H 6.58415 2.82652 -3.83894
H 7.06622 2.47516 -7.34993
H 8.34701 2.69657 -6.14824
H 6.83337 3.61727 -6.13926
C -8.43934 -2.39783 1.74344
O -7.26791 -1.63407 2.08940
C -6.22030 -1.83520 1.17238
C -5.12259 -0.71572 1.24165
N -4.03353 -0.86226 2.21214
C -4.45191 -1.16933 3.53428
C -3.22187 -1.12201 4.49301
O -3.64699 -1.50823 5.79460
C -2.73042 -1.16372 6.84231
H -8.65391 -2.29701 0.67953
H -9.26688 -1.92045 2.26823
H -8.31683 -3.46989 1.89760
H -6.58764 -1.80728 0.14652
H -5.75521 -2.80714 1.33705
H -5.60969 0.25196 1.36179
H -4.77727 -0.72477 0.20784
H -3.63642 0.06639 2.21345
H -5.02655 -2.09482 3.57111
H -5.03245 -0.33466 3.92721
H -2.82558 -0.10770 4.54010
H -2.44136 -1.79241 4.13319
H -1.86656 -1.82008 6.73722
H -3.21033 -1.38433 7.79579
H -2.36197 -0.13925 6.89526
C 3.74969 -2.32145 -1.43029
O 2.55453 -1.75230 -0.92282
C 2.36280 -1.73457 0.49359
C 0.95529 -1.17151 0.84622
N 0.80730 -0.63571 2.26316
C -0.55524 -0.27523 2.58460
C -1.06680 0.92025 1.72347
O -2.33116 1.41513 2.24569
C -2.78458 2.59593 1.57140
H 3.67719 -3.40903 -1.42874
H 4.62834 -2.07285 -0.83507
H 3.84797 -1.92936 -2.44256
H 3.03721 -1.01151 0.95234
H 2.46080 -2.68053 1.02617
H 0.20312 -1.92370 0.60843
H 0.81620 -0.29385 0.21498
H 1.36967 0.20323 2.25869
H -0.64068 -0.03606 3.64460
H -1.17036 -1.15703 2.40534
H -1.19604 0.71649 0.66051
H -0.31911 1.71168 1.67163
H -3.76454 2.88368 1.95214
H -2.79289 2.32375 0.51597
H -2.15018 3.46799 1.73005
C -7.90604 1.83640 7.67860
O -6.51817 2.14028 7.34835
C -6.04972 1.65277 6.05966
C -4.56704 1.99766 5.81995
N -4.28247 3.43405 5.79738
C -5.08944 4.19347 4.81681
C -4.58755 5.62481 4.60713
O -3.37946 5.58684 3.76677
C -2.99302 6.82839 3.22767
H -8.22178 0.81951 7.44549
H -8.57104 2.49685 7.12210
H -8.01595 1.87680 8.76229
H -6.78305 1.99229 5.32819
H -6.05818 0.56281 6.06301
H -4.32612 1.68015 4.80543
H -3.96554 1.37851 6.48550
H -3.31467 3.38879 5.51205
H -6.14552 4.22461 5.08484
H -5.06918 3.70036 3.84494
H -4.50696 6.16664 5.54948
H -5.24005 6.16044 3.91760
H -3.66562 7.33559 2.53597
H -2.11976 6.65552 2.59867
H -2.71596 7.51893 4.02422
C -8.39676 1.66056 1.49898
O -7.22501 2.38698 1.46719
C -7.34549 3.78661 1.01858
C -7.16647 3.86172 -0.52765
N -5.92190 3.21989 -0.85972
C -5.70002 2.92924 -2.26291
C -4.37205 2.08205 -2.46824
O -4.42470 0.78331 -1.84847
C -3.29761 -0.03622 -2.18035
H -8.80417 1.46238 0.50760
H -9.16133 1.98863 2.20319
H -8.08073 0.67836 1.85039
H -6.50341 4.33882 1.43578
H -8.34817 4.06381 1.34398
H -7.12028 4.92338 -0.77020
H -8.07412 3.47668 -0.99243
H -5.91611 2.46057 -0.19376
H -5.68427 3.88359 -2.78928
H -6.55702 2.43705 -2.72268
H -3.57156 2.63387 -1.97548
H -4.22565 1.94890 -3.54012
H -2.46960 0.39556 -1.61815
H -3.11536 -0.08960 -3.25367
H -3.39606 -1.08638 -1.90546
C 2.78394 2.26829 2.31843
O 1.73514 2.13466 3.00247
N 3.99194 2.30737 2.74940
N 2.83967 2.20663 1.01998
H 4.05639 2.08520 3.73255
H 4.73794 2.60548 2.13726
H 3.77375 2.32470 0.65439
H 1.96022 2.46049 0.59310
C -2.79089 -3.78250 0.40244
O -3.61647 -3.40866 -0.41545
N -1.91291 -4.68538 0.15141
N -2.59553 -3.18666 1.53360
H -1.32279 -4.97273 0.91907
H -2.09239 -5.14091 -0.73198
H -1.82399 -3.46206 2.12434
H -3.11405 -2.32125 1.58177
C -0.06099 3.14048 -1.47375
O 0.78550 3.09466 -0.63260
N -1.03340 4.03375 -1.55708
N -0.13542 2.36459 -2.47910
H -1.16761 4.70801 -0.81717
H -1.69168 3.82814 -2.29498
H -0.70217 2.65854 -3.26171
H 0.53570 1.61008 -2.45877
C 0.64842 4.97636 4.73555
O 0.23680 5.87190 5.45597
N -0.18723 4.37968 3.90285
N 1.87304 4.44715 4.62008
H 0.24428 3.65148 3.35184
H -1.12130 4.65537 3.63525
H 1.89957 3.58657 4.09207
H 2.56188 4.72252 5.30549
C 4.55112 -6.10735 -3.76953
O 3.38062 -6.23603 -4.63429
H 5.21357 -5.29410 -4.06601
H 4.09969 -5.95792 -2.78872
H 5.00751 -7.09108 -3.87949
H 2.84253 -7.01119 -4.45769
C 1.09332 -2.49399 5.14742
O 1.54764 -2.77147 3.80375
H 1.94266 -2.68559 5.80318
H 0.83386 -1.43716 5.20969
H 0.24388 -3.13614 5.38023
H 1.35306 -2.02879 3.22741
C 5.14660 -4.71960 1.15463
O 6.30187 -5.45021 1.56663
H 4.32501 -4.80532 1.86578
H 5.51963 -3.70943 0.98579
H 4.71883 -5.16871 0.25829
H 6.02120 -6.27894 1.96164
```

The calculation puts the lowest unoccupied orbital energy at 0.02 eV. Its orbital gap is 8.368 eV. As for the total energy: -106259.30521 eV.

***

10 unconnected molecules or ions with the total composition C43H123Cl6N19O8P6 at a distorted geometry, computed with ωB97M-V with the def2-TZVPD basis set.

The geometry in XYZ format:
```
205
Properties=species:S:1:pos:R:3
O -3.28140 -0.89536 0.93378
P -4.61927 -0.73975 1.51370
N -5.42454 -2.13349 2.09537
C -6.80097 -2.18031 2.57120
C -4.64666 -3.31256 2.13235
N -5.78524 0.09251 0.49529
C -5.61326 1.54092 0.23294
C -6.17703 -0.68875 -0.75335
N -4.65924 0.29306 2.90270
C -3.37826 0.69938 3.51225
C -5.83081 0.69022 3.59908
H -7.34662 -2.94372 2.01659
H -7.23092 -1.19215 2.40754
H -6.93369 -2.44899 3.61920
H -3.60044 -3.13147 1.88591
H -5.05825 -4.00151 1.39475
H -4.77151 -3.67782 3.15170
H -5.42851 2.13307 1.12922
H -4.80620 1.64756 -0.49190
H -6.51565 1.88897 -0.26970
H -6.22785 -1.75886 -0.55241
H -7.14176 -0.31283 -1.09404
H -5.48178 -0.47535 -1.56526
H -3.50575 1.71964 3.87410
H -2.99918 0.06916 4.31674
H -2.57831 0.58335 2.78101
H -6.63983 1.03667 2.95599
H -5.63963 1.64647 4.08606
H -6.21465 -0.04415 4.30722
O 3.33522 -2.55336 -0.94895
P 3.44397 -3.50937 -2.12241
N 4.69577 -4.63650 -1.99217
C 5.70943 -4.42134 -0.89967
C 5.05510 -5.66955 -2.99302
N 3.74976 -2.58742 -3.60453
C 4.15685 -3.20047 -4.88354
C 3.53812 -1.15753 -3.75912
N 2.07487 -4.43976 -2.53585
C 1.59903 -5.38322 -1.52434
C 1.02308 -4.00382 -3.55026
H 6.34222 -3.55637 -1.09841
H 6.54236 -5.12160 -0.83676
H 5.17228 -4.30156 0.04120
H 5.62050 -5.30193 -3.84934
H 4.15215 -6.14306 -3.37845
H 5.55927 -6.50471 -2.50677
H 3.83210 -4.23816 -4.95999
H 3.69705 -2.55160 -5.62895
H 5.24177 -3.23110 -4.98400
H 4.33084 -0.77156 -4.39999
H 2.56036 -0.97859 -4.20640
H 3.50503 -0.69837 -2.77110
H 2.48328 -5.94332 -1.22022
H 1.21700 -4.88768 -0.63182
H 0.86973 -6.06875 -1.95595
H 1.47119 -3.73493 -4.50681
H 0.51815 -3.14691 -3.10432
H 0.28179 -4.78370 -3.72452
O -2.75652 7.57398 0.42939
P -1.93484 6.38167 0.77177
N -2.85672 4.95721 0.47648
C -2.47793 3.64364 1.14968
C -3.91695 4.90803 -0.55317
N -1.52126 6.38984 2.40526
C -0.31855 7.09977 2.88552
C -2.65502 6.41448 3.39674
N -0.51424 6.06452 -0.12795
C -0.58645 6.19228 -1.58747
C 0.35541 5.04067 0.39014
H -2.12253 3.83117 2.16289
H -1.79193 3.04573 0.54966
H -3.36093 3.02653 1.31576
H -4.69028 5.66734 -0.43687
H -4.25197 3.87693 -0.66582
H -3.43583 5.26876 -1.46230
H -0.55264 7.48310 3.87868
H 0.53543 6.42347 2.84777
H -0.23005 7.96197 2.22456
H -2.34756 6.25995 4.43100
H -3.17584 7.37187 3.38121
H -3.40550 5.67169 3.12631
H -1.12932 5.35090 -2.01814
H -1.06689 7.14307 -1.81834
H 0.40509 6.09694 -2.03004
H 1.40572 5.30670 0.27102
H 0.16393 4.10616 -0.13723
H 0.21282 4.78701 1.44058
O -1.98837 -6.29747 -3.13134
P -2.79339 -5.46382 -2.21414
N -4.42560 -6.12131 -1.84608
C -5.29330 -6.63498 -2.93528
C -5.15698 -5.97881 -0.50182
N -3.15414 -3.89799 -2.88780
C -4.00411 -2.92616 -2.21160
C -2.41400 -3.31670 -3.98534
N -2.02586 -5.20579 -0.76868
C -1.70042 -6.37204 0.16302
C -1.31159 -3.99311 -0.39717
H -5.98645 -5.93805 -3.40635
H -5.89912 -7.51710 -2.72808
H -4.62096 -6.99245 -3.71520
H -5.74321 -5.06133 -0.55360
H -4.40789 -5.90333 0.28639
H -5.85271 -6.79434 -0.30446
H -3.49276 -2.03685 -1.84316
H -4.76883 -2.63070 -2.92994
H -4.60690 -3.36269 -1.41525
H -1.62569 -2.63664 -3.66255
H -1.89843 -4.11176 -4.52403
H -3.07455 -2.80078 -4.68218
H -1.01960 -6.05916 0.95466
H -2.50822 -6.98854 0.55736
H -1.02619 -7.09562 -0.29517
H -0.60761 -3.79980 -1.20658
H -0.80748 -4.09153 0.56423
H -1.99788 -3.14654 -0.41787
O 2.49988 5.79118 -4.03816
P 3.85003 5.23551 -3.66298
N 4.73160 6.13477 -2.50605
C 5.94117 5.64825 -1.90828
C 4.08094 7.19975 -1.78357
N 4.98720 4.94183 -4.96112
C 6.43221 4.60019 -4.83900
C 4.61991 5.40675 -6.31252
N 3.83903 3.63919 -2.89196
C 3.15056 3.42459 -1.59057
C 3.83245 2.38575 -3.67593
H 6.77570 6.28897 -2.19314
H 6.16232 4.61802 -2.18727
H 5.84519 5.66675 -0.82268
H 4.78330 8.03227 -1.74237
H 3.63591 6.84757 -0.85296
H 3.29175 7.59018 -2.42611
H 6.82543 5.51543 -4.39648
H 6.66059 3.98275 -3.97027
H 6.85880 4.36714 -5.81461
H 5.11246 6.36897 -6.45262
H 5.01292 4.62186 -6.95873
H 3.54653 5.35793 -6.49573
H 3.28467 2.39317 -1.26453
H 3.39899 4.13447 -0.80160
H 2.10800 3.64398 -1.82087
H 3.10711 1.68856 -3.25652
H 4.78917 1.86596 -3.72693
H 3.57681 2.59809 -4.71403
O 1.36929 -0.83651 3.09306
P 1.24845 -1.77799 4.20696
N 2.10336 -1.24074 5.61091
C 1.45135 -0.18351 6.42281
C 3.51762 -1.19141 5.53610
N 1.99635 -3.24773 3.83343
C 2.41120 -3.56772 2.43826
C 1.89178 -4.34180 4.75800
N -0.42186 -2.21380 4.53691
C -0.90457 -2.46292 5.88433
C -1.24804 -2.75748 3.54343
H 0.36687 -0.08603 6.37288
H 1.77115 0.83061 6.18324
H 1.68338 -0.31674 7.47947
H 4.02763 -2.10353 5.22623
H 3.77434 -1.00804 6.57946
H 3.76418 -0.36536 4.86906
H 1.52030 -3.34869 1.84969
H 3.16478 -2.87848 2.05727
H 2.51025 -4.63571 2.24416
H 2.79233 -4.91589 4.97597
H 1.45203 -4.05540 5.71336
H 1.21465 -5.12769 4.42339
H -0.64246 -3.45075 6.26329
H -0.53603 -1.79080 6.65926
H -1.99085 -2.53748 5.93469
H -2.29355 -2.70362 3.84693
H -0.85034 -3.76135 3.39450
H -1.14089 -2.24837 2.58561
C 0.22627 -0.91029 -0.01412
N 0.33994 0.56171 0.46846
O 1.24604 1.22196 0.04060
O -0.53618 1.05575 1.19075
H 0.21714 -0.80441 -1.09893
H -0.72042 -1.24941 0.40645
H 1.12028 -1.46979 0.26122
Cl 6.36771 1.14769 -1.18728
C 5.14053 0.00751 -0.51100
C 4.51536 0.30725 0.88680
Cl 5.58354 -0.11654 2.12814
H 5.66303 -0.94877 -0.53574
H 4.39998 -0.23571 -1.27292
H 3.62418 -0.29375 1.06759
H 4.23573 1.35694 0.97655
Cl -3.64241 0.12072 -3.36319
C -2.90591 1.65018 -3.15640
C -1.53610 1.47083 -2.33988
Cl -0.33681 0.49426 -3.28592
H -3.58309 2.26537 -2.56389
H -2.84414 2.11805 -4.13893
H -1.85470 0.95035 -1.43672
H -1.08043 2.44357 -2.15486
Cl 2.45591 3.77770 3.34182
C 1.03895 3.85004 4.38769
C 0.06997 2.72006 4.09782
Cl -1.34934 2.97527 5.13122
H 0.51564 4.78275 4.17721
H 1.41729 3.84408 5.40991
H 0.52625 1.74365 4.26077
H -0.26503 2.75041 3.06102
```

The calculation puts the lowest unoccupied orbital energy (spin up / spin down) at -1.78 / -6.44 eV. Its orbital gap (spin up / spin down) is 8.144 / 3.483 eV. As for the total energy: -222140.67495 eV. Its net charge is +1. As for the spin multiplicity: 2.

***

A molecular structure, C43H27FeN3O5S3 at a distorted geometry, computed with ωB97M-V with the def2-TZVPD basis set.

The geometry in XYZ format:
```
82
Properties=species:S:1:pos:R:3
Fe -0.93565 0.31176 0.58012
O -2.86937 -1.56837 5.96135
C -2.45716 -0.97781 4.79564
C -1.18544 -0.43633 4.66352
C -0.82768 0.10660 3.44211
N -1.67179 0.15108 2.41612
C -2.88852 -0.37335 2.54221
C -3.33129 -0.95367 3.71711
C -3.71588 -0.34312 1.25579
O -4.90775 -0.65179 1.32803
O -3.04450 0.01612 0.24688
C 0.59910 0.55145 3.11260
O 1.34594 0.81565 4.05853
O 0.82374 0.55727 1.87372
H -2.15049 -1.49494 6.59780
H -0.45065 -0.43871 5.46060
H -4.32633 -1.37218 3.75736
S -0.69255 -6.65085 2.02636
C -0.81682 -6.96649 3.70471
C -0.97788 -5.81680 4.41381
C -1.00480 -4.66295 3.58977
C -0.86269 -4.95048 2.25814
C -0.85369 -4.01842 1.12862
C -0.82136 -2.63308 1.38184
N -0.85387 -1.72647 0.43762
C -0.87712 -2.14354 -0.84995
C -0.88387 -3.49316 -1.21478
C -0.88657 -3.82743 -2.60850
C -0.87462 -2.86559 -3.55583
C -0.85183 -1.47671 -3.20425
C -0.80096 -0.43474 -4.13621
C -0.74041 0.86864 -3.69352
C -0.74050 1.10562 -2.30476
N -0.79749 0.14779 -1.40805
C -0.85010 -1.12966 -1.85003
C -0.66420 2.02028 -4.59638
C -0.64178 3.35015 -4.26665
C -0.55624 4.19889 -5.39973
C -0.51629 3.51251 -6.57364
S -0.57584 1.82139 -6.30783
C -0.88048 -4.43794 -0.18259
H -0.76139 -7.97488 4.07978
H -1.07842 -5.78598 5.48908
H -1.14205 -3.66252 3.97228
H -0.75744 -2.25899 2.39515
H -0.88161 -4.87455 -2.88818
H -0.86075 -3.13135 -4.60667
H -0.79344 -0.67133 -5.19479
H -0.68593 2.10760 -1.90978
H -0.67543 3.71991 -3.25228
H -0.52191 5.27670 -5.33402
H -0.44711 3.90947 -7.57281
H -0.89434 -5.49305 -0.43322
C 2.30665 4.67553 -0.71580
C 2.41641 3.27228 -0.62014
C 1.34728 2.52646 -0.20463
C 0.09877 3.12324 0.13268
C -1.03362 2.30609 0.50542
C -2.20789 2.99786 0.72777
C -2.31643 4.40245 0.63985
C -1.23980 5.16873 0.29389
C -0.00119 4.53767 0.01464
C 1.12681 5.29021 -0.40488
H 3.15827 5.26427 -1.04068
H 3.35035 2.77564 -0.85482
H 1.45380 1.45223 -0.12600
H -3.10435 2.43802 0.97694
H -3.27211 4.87738 0.84471
H -1.31196 6.24969 0.22089
H 1.02696 6.36932 -0.48154
S 2.18856 -1.73744 -0.78048
C 3.71035 -0.90735 -0.69038
C 4.71400 -1.03532 -1.66669
C 5.91261 -0.34425 -1.57914
C 6.16708 0.50964 -0.51214
C 5.18444 0.65389 0.46598
C 3.98709 -0.03388 0.38282
H 4.52588 -1.69389 -2.50710
H 6.65612 -0.47148 -2.36109
H 7.10247 1.05437 -0.44654
H 5.34726 1.32120 1.30620
H 3.22168 0.10578 1.13814
```

The calculation puts the lowest unoccupied orbital energy at 3.55 eV. Its orbital gap is 4.581 eV. As for the total energy: -126634.63286 eV. Its net charge is -2.